{"formula": "C45H36BIN3O4P2SV", "method": "ωB97M-V with the def2-TZVPD basis set", "species": ["I", "V", "S", "P", "P", "O", "O", "O", "O", "N", "N", "N", "C", "C", "C", "C", "C", "C", "C", "C", "C", "C", "C", "C", "C", "C", "C", "C", "C", "C", "C", "C", "C", "C", "C", "C", "C", "C", "C", "C", "C", "C", "C", "C", "C", "C", "C", "C", "C", "C", "C", "C", "C", "C", "C", "C", "C", "B", "H", "H", "H", "H", "H", "H", "H", "H", "H", "H", "H", "H", "H", "H", "H", "H", "H", "H", "H", "H", "H", "H", "H", "H", "H", "H", "H", "H", "H", "H", "H", "H", "H", "H", "H", "H"], "positions_angstrom": [[-0.03164, -3.04167, -0.87744], [-0.11188, -0.40370, -0.55446], [-1.59843, -0.38686, -3.50245], [0.35502, -0.99044, 1.87394], [2.68498, -0.97491, 0.02274], [-2.79193, 0.41276, -3.39244], [-3.08248, -1.09444, 0.00775], [-0.86051, -0.37888, -4.74089], [-2.66836, 1.14232, -0.12717], [-0.55266, 0.15789, -2.27550], [0.19916, 1.49227, -0.14376], [2.03746, -0.99348, 1.62044], [0.45044, 2.14560, 0.97815], [-1.76148, -4.37160, -3.88985], [-0.81899, -4.92719, 3.97546], [1.28568, 1.32678, 5.17952], [0.28925, -0.04802, 3.46616], [-6.58634, 0.02349, 0.23632], [-2.09419, -2.08189, -3.30897], [-0.24611, 1.52174, -2.46859], [4.25286, -0.09787, 0.46229], [0.68391, 3.51970, 1.05022], [0.08920, 1.33361, 5.87986], [0.29685, 4.31481, -2.53710], [0.12962, 2.22581, -1.29290], [3.96519, -2.97784, -1.41449], [-1.31556, -3.06228, -3.90532], [0.35814, -4.27688, 4.32248], [-0.02610, 3.62613, -3.66864], [-1.63310, -4.40386, 2.98280], [-2.98333, -4.67871, -3.30598], [4.10409, 1.19563, 0.96814], [6.47618, 1.38493, 1.27605], [-5.03517, 1.87744, 0.02596], [0.66659, 4.26136, -0.09703], [-0.30115, 2.25097, -3.64712], [-4.27241, -0.41481, 0.07852], [-3.33528, -2.36502, -2.76946], [3.20694, -3.66410, 0.75685], [-5.55182, -0.90905, 0.20653], [-3.77793, -3.67800, -2.76505], [-4.01838, 0.95015, -0.01424], [4.47998, -4.24539, -1.63505], [-0.08358, -2.59393, 2.65642], [-0.91206, -0.03250, 4.17443], [5.20308, 1.92682, 1.38612], [-1.01005, 0.65369, 5.37336], [1.38563, 0.64366, 3.97504], [5.53542, -0.62172, 0.33135], [4.37430, -5.21966, -0.65378], [3.34332, -2.67192, -0.20598], [6.63814, 0.11658, 0.74183], [0.37720, 3.62070, -1.31620], [0.71699, -3.10743, 3.67425], [3.72761, -4.93058, 0.53826], [-6.33254, 1.38680, 0.14861], [-1.26728, -3.24067, 2.31960], [-2.08104, -0.13172, -0.15281], [-1.15153, -5.15022, -4.32808], [2.62617, -1.41076, 2.33550], [7.33886, 1.95143, 1.60268], [-3.94365, -1.55811, -2.38944], [4.78414, -6.20777, -0.82002], [-1.76721, -0.56771, 3.77638], [3.60961, -5.69545, 1.29529], [-0.08493, 4.14900, -4.61465], [0.46890, 1.57515, 1.88639], [0.01226, 1.87160, 6.81583], [-5.73722, -1.97268, 0.28327], [0.99259, -4.67458, 5.10462], [-4.82907, 2.93758, -0.03700], [0.85710, 5.32718, -0.08813], [5.06884, 2.92190, 1.79191], [-2.55073, -4.91185, 2.71525], [-1.94509, 0.65058, 5.91890], [-1.89222, -2.83822, 1.53128], [0.86467, 3.96762, 2.01776], [4.02761, -2.22512, -2.19326], [-4.74891, -3.92213, -2.35413], [2.14845, 1.85339, 5.56816], [1.62192, -2.58935, 3.97501], [-7.16156, 2.08203, 0.17160], [5.68565, -1.61189, -0.07407], [-0.38196, -2.78380, -4.37327], [2.65257, -3.47767, 1.66549], [-1.10002, -5.83948, 4.48578], [-0.55654, 1.76438, -4.57078], [0.48579, 5.38070, -2.55401], [4.95449, -4.47792, -2.58009], [3.11247, 1.63142, 1.03612], [-7.60664, -0.32654, 0.32402], [2.31848, 0.65877, 3.42434], [7.63012, -0.30603, 0.64493], [-3.32716, -5.70538, -3.28888]], "forces_ev_per_a": [[0.195, -0.450, 0.126], [1.639, -2.749, 0.340], [-0.243, -0.030, -0.327], [0.450, -0.508, 1.018], [0.247, -0.319, 0.654], [0.082, -0.065, 0.049], [-0.326, -0.169, 0.143], [0.132, 0.131, 0.102], [-0.200, 0.269, 0.036], [-0.658, 0.265, -1.836], [0.418, 2.197, 0.378], [-0.005, -0.384, -0.045], [-0.073, -0.149, -0.159], [0.025, 0.050, -0.051], [0.009, 0.006, -0.005], [-0.001, 0.026, 0.054], [-0.094, 0.156, -0.214], [-0.059, 0.001, -0.011], [0.131, 0.253, 0.058], [0.104, 0.802, -0.493], [-0.192, 0.201, -0.235], [0.023, 0.241, 0.013], [0.064, 0.036, 0.003], [0.008, 0.080, -0.139], [-0.027, 0.379, -0.239], [-0.080, 0.042, 0.047], [-0.002, 0.016, -0.079], [0.068, -0.029, 0.032], [0.066, 0.238, 0.023], [-0.030, -0.043, 0.033], [-0.014, -0.016, 0.003], [-0.011, 0.019, -0.010], [0.047, -0.035, 0.011], [0.168, 0.080, -0.009], [-0.014, -0.175, 0.041], [0.057, -0.382, 0.306], [-0.020, 0.267, -0.025], [-0.007, 0.120, 0.057], [0.047, 0.015, -0.021], [0.155, -0.113, 0.003], [0.008, -0.067, 0.005], [-0.110, -0.272, 0.075], [0.050, 0.011, -0.094], [-0.053, 0.128, -0.159], [0.052, 0.023, -0.104], [-0.042, 0.045, -0.013], [-0.097, -0.041, -0.004], [-0.026, -0.067, -0.059], [-0.054, -0.029, 0.065], [0.010, -0.055, 0.059], [-0.135, 0.157, -0.150], [0.047, 0.059, -0.012], [0.007, -0.241, 0.034], [-0.013, -0.003, -0.108], [0.006, 0.020, -0.013], [-0.087, -0.023, 0.007], [-0.025, 0.083, 0.011], [-1.464, 0.103, 0.554], [-0.020, -0.008, -0.006], [0.045, 0.114, 0.068], [-0.005, -0.001, -0.008], [-0.045, -0.027, 0.041], [-0.024, 0.005, -0.033], [-0.044, -0.005, 0.083], [0.002, 0.001, -0.009], [-0.019, -0.032, -0.009], [-0.003, -0.079, 0.099], [-0.005, -0.020, 0.007], [0.003, 0.011, -0.020], [-0.016, -0.007, -0.004], [-0.001, -0.014, -0.031], [-0.015, 0.011, 0.010], [-0.009, -0.002, -0.019], [-0.005, 0.031, -0.016], [-0.001, 0.022, -0.019], [-0.006, -0.033, 0.008], [0.035, -0.017, -0.006], [0.035, -0.009, -0.015], [0.008, 0.032, 0.029], [-0.013, 0.002, 0.005], [0.002, 0.003, 0.034], [0.012, 0.002, 0.006], [-0.025, -0.042, 0.012], [0.016, -0.065, 0.041], [-0.014, 0.035, 0.069], [-0.012, -0.001, -0.010], [-0.052, -0.035, -0.064], [0.000, -0.010, -0.014], [0.008, 0.018, 0.012], [0.020, -0.009, 0.033], [0.001, 0.027, 0.014], [0.012, 0.000, -0.001], [-0.009, -0.009, -0.001], [-0.006, 0.006, -0.014]], "homo_ev": [-7.4, -7.6], "multiplicity": 3, "gap_ev": [6.94, 7.10], "energy_ev": -123791.301, "s_squared": 2.024, "max_force_ha_per_bohr": 0.063}